(1)
C27H25N8O4SSn as an isolated structure, computed with ωB97M-V with the def2-TZVPD basis set.

Calculated values
E_LUMO: 1.780 eV
M: 676.33 g mol⁻¹
Energy above the lowest of the compared OMol25 structures with the same formula, charge and spin: 1.801 eV
Gap between HOMO and LUMO: 6.88 eV

```
! wB97M-V def2-TZVPD RIJCOSX def2/J DEFGRID3
* xyz -1 1
Sn 0.62 0.95 0.16
O -0.53 3.46 3.43
C -0.22 2.57 2.66
O 0.11 2.69 1.43
C -0.16 1.15 3.21
C -0.17 0.95 4.60
C -0.08 -0.32 5.09
C 0.01 -1.41 4.19
C 0.11 -2.75 4.63
C 0.20 -3.76 3.72
C 0.18 -3.48 2.34
C 0.06 -2.20 1.88
C -0.01 -1.14 2.81
N -0.09 0.16 2.35
H -0.25 1.82 5.23
H -0.06 -0.51 6.15
H 0.13 -2.95 5.69
H 0.29 -4.79 4.06
H 0.26 -4.29 1.62
H 0.05 -1.99 0.82
N 0.37 -6.00 -5.84
C 0.56 -4.99 -4.89
C -0.30 -3.90 -4.84
C -0.13 -2.92 -3.88
C 0.90 -3.02 -2.95
C 1.75 -4.11 -2.98
C 1.58 -5.09 -3.94
S 1.15 -1.71 -1.78
O -0.17 -1.48 -1.17
O 1.63 -0.56 -2.53
N 2.10 -2.28 -0.71
C 3.45 -2.05 -0.67
N 3.91 -0.79 -0.58
C 5.22 -0.62 -0.51
C 6.11 -1.68 -0.49
C 5.55 -2.94 -0.56
N 4.24 -3.14 -0.66
H -0.09 -5.69 -6.68
H 1.21 -6.52 -6.06
H -1.10 -3.81 -5.57
H -0.80 -2.06 -3.86
H 2.53 -4.19 -2.24
H 2.25 -5.95 -3.96
H 5.56 0.40 -0.45
H 7.18 -1.53 -0.42
H 6.17 -3.83 -0.55
C -2.92 -0.41 -0.51
C -2.75 1.11 -0.44
C -3.79 1.78 -1.35
C -2.99 1.58 0.99
C -1.33 1.54 -0.88
H -3.93 -0.68 -0.18
H -2.20 -0.92 0.12
H -2.78 -0.78 -1.53
H -4.80 1.49 -1.04
H -3.66 1.49 -2.39
H -3.71 2.87 -1.29
H -4.04 1.41 1.26
H -2.78 2.64 1.11
H -2.38 1.03 1.70
H -1.27 2.62 -0.76
N -1.17 1.29 -2.29
C -0.83 0.86 -3.32
N -0.71 0.49 -4.52
C 0.38 0.43 -5.25
N 1.25 0.35 -6.01
*
```

These are the Löwdin partial charges, in e, on atoms 1 to 5: 1.391 0.047 -0.633 -0.223 -0.192

(2)
One molecule with the formula C6H8N2S in a non-equilibrium geometry, computed with ωB97M-V with the def2-TZVPD basis set.

Calculated values
E_LUMO: 0.824 eV
M: 140.21 g mol⁻¹
SMILES: c1cc1=NCSN1CC1
Energy above the lowest of the compared OMol25 structures with the same formula, charge and spin: 6.311 eV
Gap between HOMO and LUMO: 9.05 eV

```
! wB97M-V def2-TZVPD RIJCOSX def2/J DEFGRID3
* xyz 0 1
C 0.53 3.16 -0.41
C -0.24 2.33 0.21
C 1.06 1.89 -0.24
N 1.99 1.15 -0.29
C 1.98 -0.29 0.58
S 0.32 -0.69 1.25
N -0.24 -1.45 -0.19
C -1.62 -1.24 -0.64
C -1.28 -2.51 0.00
H 0.67 4.15 -0.80
H -1.23 2.32 0.67
H 2.47 0.00 1.51
H 2.47 -0.97 -0.11
H -1.82 -1.21 -1.74
H -2.51 -0.61 -0.08
H -1.51 -2.71 1.04
H -1.06 -3.32 -0.77
*
```

These are the Löwdin partial charges, in e, on atoms 1 to 5: 0.041 0.033 -0.463 0.048 -0.377